No. 1
A cluster of 2 separate species, C5H14NO in total in a non-equilibrium geometry, computed with ωB97M-V with the def2-TZVPD basis set.

The value obtained for the HOMO energy (spin up / spin down) is -18.8 / -18.8 eV. As for the orbital gap (spin up / spin down): 0.368 / 0.223 Ha. As for the expectation value of S²: 0.7528. The net charge is +2. Its total energy is -8929.3472 eV. For the energy above the lowest of the compared OMol25 structures with the same formula, charge and spin, the calculation gives 25.1 kcal per mole. The spin multiplicity is 2.

Atoms and positions in Å:
C (-0.26, -0.85, -0.45)
C (1.05, -0.30, -1.09)
C (1.39, 1.19, -0.57)
C (2.40, 0.37, 1.69)
C (1.87, 1.28, 0.80)
N (-1.46, 0.09, -0.70)
H (-0.19, -0.95, 0.66)
H (-0.65, -1.83, -0.79)
H (1.89, -0.96, -0.92)
H (1.04, -0.20, -2.17)
H (0.47, 1.88, -0.69)
H (1.94, 1.77, -1.34)
H (2.26, -0.70, 1.65)
H (2.67, 0.81, 2.66)
H (2.15, 2.33, 1.04)
H (-1.68, 0.11, -1.70)
H (-2.23, -0.30, -0.15)
H (-1.11, 1.01, -0.44)
H (-3.96, -2.31, 0.66)
H (-4.14, -0.96, 1.15)
O (-3.45, -1.49, 0.71)

No. 2
A cluster of 2 separate species, C5H14NO in total in a non-equilibrium geometry, computed with ωB97M-V with the def2-TZVPD basis set.

The value obtained for the HOMO energy (spin up / spin down) is -18.0 / -18.0 eV. As for the orbital gap (spin up / spin down): 0.394 / 0.107 Ha. As for the expectation value of S²: 0.7525. The net charge is +2. Its total energy is -8927.2590 eV. For the energy above the lowest of the compared OMol25 structures with the same formula, charge and spin, the calculation gives 73.3 kcal per mole. The spin multiplicity is 2.

Atoms and positions in Å:
C (-0.56, 0.30, -2.04)
C (0.24, -0.58, -1.09)
N (0.66, 0.20, 0.13)
C (-0.47, 0.00, 1.17)
C (-0.72, -1.50, 0.97)
C (-0.64, -1.70, -0.56)
H (-1.64, 0.08, -2.11)
H (-0.22, 0.06, -3.06)
H (-0.47, 1.41, -2.10)
H (1.14, -1.15, -1.51)
H (0.77, 1.21, -0.03)
H (1.56, -0.30, 0.32)
H (-0.23, 0.38, 2.18)
H (-1.41, 0.52, 0.90)
H (-0.05, -2.22, 1.43)
H (-1.76, -1.75, 1.33)
H (-1.66, -1.83, -1.06)
H (-0.26, -2.64, -1.09)
H (2.21, 2.91, 2.73)
H (1.50, 3.71, 1.70)
O (2.00, 2.89, 1.78)

No. 3
A cluster of 2 separate species, C5H14NO2 in total in a non-equilibrium geometry, computed with ωB97M-V with the def2-TZVPD basis set.

The value obtained for the HOMO energy is -2.6 eV. As for the orbital gap: 0.231 Ha. The net charge is -1. Its total energy is -10996.9541 eV. For the energy above the lowest of the compared OMol25 structures with the same formula, charge and spin, the calculation gives 15.0 kcal per mole.

Atoms and positions in Å:
C (1.70, -1.60, 0.17)
O (2.29, -1.97, -0.96)
C (0.27, -0.94, -0.08)
C (0.41, 0.36, -0.82)
C (1.12, 1.46, 0.01)
C (-0.90, 0.92, -1.44)
N (-0.57, -0.94, 1.15)
H (1.45, -2.44, 0.89)
H (2.30, -0.86, 0.77)
H (-0.15, -1.70, -0.74)
H (1.04, 0.08, -1.67)
H (0.91, 2.42, -0.44)
H (0.77, 1.42, 1.04)
H (2.20, 1.29, 0.02)
H (-1.70, 0.18, -1.41)
H (-0.76, 1.15, -2.50)
H (-1.25, 1.83, -0.96)
H (-0.17, -0.30, 1.83)
H (-0.41, -1.85, 1.58)
H (-3.36, -0.01, 1.49)
H (-2.14, 0.69, 0.90)
O (-3.06, 0.84, 1.18)

No. 4
A cluster of 2 separate species, C5H14NO2 in total in a non-equilibrium geometry, computed with ωB97M-V with the def2-TZVPD basis set.

The value obtained for the HOMO energy is -2.4 eV. As for the orbital gap: 0.219 Ha. The net charge is -1. Its total energy is -10994.3709 eV. For the energy above the lowest of the compared OMol25 structures with the same formula, charge and spin, the calculation gives 74.6 kcal per mole.

Atoms and positions in Å:
C (-0.29, -1.19, -1.91)
C (0.20, -1.45, -0.49)
N (0.17, -0.24, 0.28)
C (1.49, 0.44, 0.13)
C (-0.18, -0.34, 1.72)
C (-0.24, 1.31, 2.21)
O (0.71, 1.74, 2.95)
H (-0.08, -2.02, -2.68)
H (0.21, -0.29, -2.31)
H (-1.34, -1.07, -2.25)
H (-0.19, -2.35, -0.05)
H (1.34, -1.69, -0.49)
H (2.13, -0.38, -0.24)
H (1.89, 0.88, 1.07)
H (1.56, 1.12, -0.67)
H (-1.20, -0.80, 1.92)
H (0.54, -0.79, 2.43)
H (-1.23, 1.25, 2.75)
H (-0.23, 1.96, 1.24)
H (-1.23, 1.08, -1.37)
H (-2.42, 1.54, -2.04)
O (-1.61, 1.30, -2.22)

No. 5
A cluster of 2 separate species, C5H14NO2 in total in a non-equilibrium geometry, computed with ωB97M-V with the def2-TZVPD basis set.

The value obtained for the HOMO energy is -3.0 eV. As for the orbital gap: 0.255 Ha. The net charge is -1. Its total energy is -10996.0762 eV. For the energy above the lowest of the compared OMol25 structures with the same formula, charge and spin, the calculation gives 35.3 kcal per mole.

Atoms and positions in Å:
C (1.11, -0.39, -1.42)
O (0.31, -0.67, -2.46)
C (0.93, -1.14, -0.07)
C (1.16, -0.33, 1.19)
C (-0.09, 0.30, 1.85)
C (-1.33, 1.71, 0.29)
N (-0.28, 1.67, 1.35)
H (2.20, -0.20, -1.75)
H (0.99, 0.65, -1.03)
H (1.56, -2.05, -0.01)
H (-0.08, -1.59, -0.11)
H (1.62, -0.99, 1.95)
H (1.89, 0.53, 0.96)
H (-0.04, 0.41, 2.93)
H (-0.93, -0.36, 1.56)
H (-2.16, 1.01, 0.40)
H (-0.93, 1.54, -0.74)
H (-1.88, 2.65, 0.27)
H (0.52, 2.16, 0.98)
H (-0.82, -1.92, -2.02)
H (-1.92, -1.02, -2.11)
O (-1.83, -1.98, -2.02)

No. 6
A cluster of 2 separate species, C5H14NO2 in total in a non-equilibrium geometry, computed with ωB97M-V with the def2-TZVPD basis set.

The value obtained for the HOMO energy (spin up / spin down) is 3.9 / -0.8 eV. As for the orbital gap (spin up / spin down): 0.096 / 0.266 Ha. As for the expectation value of S²: 0.7505. The net charge is -2. Its total energy is -10992.5315 eV. For the energy above the lowest of the compared OMol25 structures with the same formula, charge and spin, the calculation gives 21.4 kcal per mole. The spin multiplicity is 2.

Atoms and positions in Å:
C (-0.27, 0.28, 0.41)
C (-0.74, -1.22, 0.44)
C (-2.27, -1.14, 0.56)
C (-0.14, -1.94, 1.70)
N (1.23, 0.19, 0.30)
C (1.78, 0.73, -1.04)
O (1.95, 2.08, -1.03)
H (-0.64, 0.85, -0.47)
H (-0.61, 0.80, 1.31)
H (-0.35, -1.66, -0.48)
H (-2.67, -0.25, 0.03)
H (-2.48, -1.25, 1.63)
H (-2.76, -2.06, 0.15)
H (-0.62, -2.82, 2.06)
H (0.85, -2.15, 1.23)
H (-0.04, -1.27, 2.54)
H (1.63, 0.44, 1.19)
H (2.76, 0.22, -1.17)
H (0.91, 0.59, -1.69)
H (1.10, 3.00, -1.82)
H (0.90, 3.07, -3.28)
O (0.49, 3.50, -2.53)

No. 7
A cluster of 2 separate species, C5H14NO2 in total in a non-equilibrium geometry, computed with ωB97M-V with the def2-TZVPD basis set.

The value obtained for the HOMO energy (spin up / spin down) is -9.8 / -9.7 eV. As for the orbital gap (spin up / spin down): 0.389 / 0.316 Ha. As for the expectation value of S²: 0.7540. The net charge is 0. Its total energy is -10993.5156 eV. For the energy above the lowest of the compared OMol25 structures with the same formula, charge and spin, the calculation gives 32.5 kcal per mole. The spin multiplicity is 2.

Atoms and positions in Å:
C (-1.46, 0.77, -1.83)
O (-2.33, -0.06, 1.37)
C (-0.46, -0.09, -0.97)
C (0.35, 0.77, 0.09)
C (0.86, -0.19, 1.23)
C (2.30, -0.16, 1.15)
O (2.36, -0.70, -0.20)
N (-1.11, -1.18, -0.40)
H (-1.68, 0.22, -2.77)
H (-2.29, 0.87, -1.11)
H (-1.21, 1.84, -2.06)
H (0.23, -0.37, -1.71)
H (-0.32, 1.57, 0.43)
H (1.22, 1.27, -0.33)
H (0.29, -0.04, 2.16)
H (0.48, -1.15, 0.88)
H (2.88, -0.75, 1.88)
H (2.73, 0.83, 1.13)
H (3.06, -0.29, -0.79)
H (-1.35, -1.94, -0.95)
H (-2.61, -0.54, 2.17)
H (-1.95, -0.70, 0.67)

No. 8
A cluster of 2 separate species, C5H14NO2 in total in a non-equilibrium geometry, computed with ωB97M-V with the def2-TZVPD basis set.

The value obtained for the HOMO energy (spin up / spin down) is -8.8 / -8.7 eV. As for the orbital gap (spin up / spin down): 0.351 / 0.262 Ha. As for the expectation value of S²: 0.7548. The net charge is 0. Its total energy is -10993.6891 eV. For the energy above the lowest of the compared OMol25 structures with the same formula, charge and spin, the calculation gives 28.5 kcal per mole. The spin multiplicity is 2.

Atoms and positions in Å:
C (-1.66, -0.53, -1.53)
C (-0.55, 0.51, -1.35)
N (0.02, 0.39, 0.02)
C (-0.81, 0.71, 1.21)
C (1.35, 1.01, -0.11)
C (2.22, 0.82, 1.20)
O (1.69, 1.41, 2.27)
H (-2.62, -0.36, -1.07)
H (-1.27, -1.48, -1.16)
H (-2.02, -0.69, -2.57)
H (0.19, 0.50, -2.12)
H (-0.93, 1.56, -1.39)
H (-1.69, 1.29, 0.92)
H (-0.16, 1.23, 1.96)
H (-1.05, -0.24, 1.71)
H (1.92, 0.42, -0.86)
H (1.39, 2.09, -0.36)
H (3.22, 1.24, 0.94)
H (2.19, -0.29, 1.37)
H (-1.23, -3.38, 0.34)
H (0.10, -2.67, 0.15)
O (-0.29, -3.54, 0.43)

No. 9
A cluster of 3 separate species, C5H14NO2 in total in a non-equilibrium geometry, computed with ωB97M-V with the def2-TZVPD basis set.

The value obtained for the HOMO energy is -14.2 eV. As for the orbital gap: 0.350 Ha. The net charge is +1. Its total energy is -10989.5285 eV. For the energy above the lowest of the compared OMol25 structures with the same formula, charge and spin, the calculation gives 52.5 kcal per mole.

Atoms and positions in Å:
C (0.38, 2.61, -1.21)
C (-0.41, 1.70, -0.26)
C (-0.51, 0.28, -0.71)
C (-1.25, -0.20, -1.70)
C (1.02, -0.60, 0.98)
N (0.44, -0.68, -0.15)
H (0.28, 2.23, -2.23)
H (0.08, 3.65, -1.17)
H (1.44, 2.57, -1.03)
H (-0.08, 1.76, 0.78)
H (-1.41, 2.12, -0.13)
H (-1.96, 0.44, -2.19)
H (-1.20, -1.21, -2.05)
H (1.73, -1.37, 1.29)
H (0.71, 0.13, 1.69)
H (0.76, -1.35, -0.85)
H (-0.32, 0.33, 4.21)
H (-1.37, -0.32, 3.29)
O (-0.73, 0.40, 3.34)
H (1.34, -4.02, -1.21)
H (0.57, -4.49, 0.07)
O (0.48, -4.00, -0.76)

No. 10
A cluster of 2 separate species, C5H14NO2 in total in a non-equilibrium geometry, computed with ωB97M-V with the def2-TZVPD basis set.

The value obtained for the HOMO energy is -14.0 eV. As for the orbital gap: 0.401 Ha. The net charge is +1. Its total energy is -10988.7696 eV. For the energy above the lowest of the compared OMol25 structures with the same formula, charge and spin, the calculation gives 70.0 kcal per mole.

Atoms and positions in Å:
C (-0.98, 1.11, 1.30)
O (-0.24, 0.01, 1.95)
C (0.02, 1.92, 0.51)
C (0.00, 1.54, -1.01)
C (0.43, 0.06, -1.24)
C (1.16, -0.57, -0.38)
N (1.41, -2.02, -0.56)
H (-1.77, 0.70, 0.65)
H (-1.53, 1.84, 1.97)
H (-0.28, 0.22, 2.83)
H (-0.10, 3.07, 0.54)
H (1.01, 1.77, 1.04)
H (-0.96, 1.73, -1.53)
H (0.89, 2.02, -1.56)
H (0.20, -0.20, -2.33)
H (1.36, -0.21, 0.68)
H (2.23, -2.51, -0.22)
H (1.37, -2.18, -1.61)
H (0.47, -2.48, -0.22)
H (-1.84, -2.49, 0.21)
H (-1.57, -1.19, -0.46)
O (-1.28, -2.15, -0.55)

No. 11
A cluster of 2 separate species, C5H14NO2 in total in a non-equilibrium geometry, computed with ωB97M-V with the def2-TZVPD basis set.

The value obtained for the HOMO energy is -14.2 eV. As for the orbital gap: 0.395 Ha. The net charge is +1. Its total energy is -10989.4755 eV. For the energy above the lowest of the compared OMol25 structures with the same formula, charge and spin, the calculation gives 53.7 kcal per mole.

Atoms and positions in Å:
O (2.11, -0.07, 1.17)
C (1.36, -0.35, 0.33)
C (-0.08, -0.83, 0.60)
C (-1.12, 0.26, 0.13)
C (-1.23, 0.40, -1.36)
C (-1.64, -1.02, -1.95)
N (-0.20, -1.01, 2.15)
H (1.63, -0.28, -0.72)
H (-0.30, -1.83, 0.16)
H (-0.80, 1.25, 0.66)
H (-2.13, -0.09, 0.71)
H (-1.92, 1.18, -1.71)
H (-0.30, 0.76, -1.87)
H (-2.42, -1.59, -1.33)
H (-0.78, -1.66, -2.24)
H (-2.13, -0.75, -2.92)
H (0.16, -1.96, 2.50)
H (0.26, -0.26, 2.70)
H (-1.17, -0.85, 2.34)
H (0.38, 2.58, -1.45)
H (1.78, 2.81, -0.97)
O (1.07, 2.20, -0.84)